1.
{
  "formula": "C4H7N2O2",
  "method": "the ωB97M-V functional and the def2-TZVPD basis",
  "species": ["C", "C", "C", "C", "N", "N", "O", "O", "H", "H", "H", "H", "H", "H", "H"],
  "xyz": [[-1.79341, -0.89734, 0.16727], [-0.93258, 0.09585, 0.23366], [0.02920, -2.79675, 1.92392], [0.25908, 0.35723, -0.56476], [-2.48319, -1.86363, 0.35400], [1.45755, 0.55877, 0.25817], [0.51482, -1.75783, 2.01768], [-0.48843, -3.78704, 1.75563], [-1.10377, 0.70789, 1.00873], [0.09713, 1.27344, -1.16108], [0.51445, -0.47191, -1.27302], [-3.30063, -2.11781, -0.30563], [1.44589, -0.27878, 0.82476], [1.14044, 1.13071, 1.02891], [2.24566, 0.86693, -0.14597]],
  "charge": 1,
  "energy_ha": -416.31704,
  "e_lumo_ev": -3.54
}

2.
{
  "formula": "C4H7N2O6S",
  "method": "the ωB97M-V functional and the def2-TZVPD basis",
  "species": ["C", "C", "C", "C", "N", "N", "O", "O", "O", "O", "O", "O", "S", "H", "H", "H", "H", "H", "H", "H"],
  "xyz": [[2.94536, 0.23817, 0.39273], [1.60554, -0.42711, -0.07285], [0.45010, 0.50644, -0.00671], [-1.21978, -0.43153, -0.57977], [-1.76566, -0.30043, -1.82791], [-1.51322, -1.64030, 0.09600], [-3.56538, 0.52532, 0.39110], [-1.41747, 0.51678, -2.67540], [-0.78102, -2.00041, 1.02263], [-2.51298, -2.22403, -0.24493], [-1.85893, 2.18300, -0.09853], [-1.69354, 0.55787, 1.84531], [-2.19493, 0.93416, 0.52905], [3.74776, -0.47738, 0.11832], [2.96209, 0.50369, 1.40877], [3.06371, 1.19739, -0.19459], [1.39190, -1.20914, 0.67117], [1.75598, -0.80971, -1.07373], [0.23126, 1.24258, -0.68601], [0.36920, 1.11463, 0.98538]],
  "charge": -1,
  "energy_ha": -1115.57208,
  "e_lumo_ev": 2.93
}

3.
{
  "formula": "C4H7N2S",
  "method": "the ωB97M-V functional and the def2-TZVPD basis",
  "species": ["C", "C", "C", "C", "N", "N", "S", "H", "H", "H", "H", "H", "H", "H"],
  "xyz": [[-0.12594, -1.72014, 0.02162], [-2.11596, -0.22863, -0.08829], [0.52969, 0.51105, 0.02358], [1.39757, 1.68827, -0.01293], [0.79495, -0.75251, 0.07598], [-1.46070, -1.32578, -0.01948], [-3.13139, 0.95637, 0.02790], [0.02335, -2.80885, -0.23360], [-0.54163, 0.69707, 0.22345], [1.67415, 2.12626, -1.09520], [2.36621, 1.62003, 0.33412], [0.79764, 2.48893, 0.38188], [1.82053, -1.17709, 0.10172], [-2.02848, -2.07499, 0.25926]],
  "charge": 1,
  "energy_ha": -663.90847,
  "e_lumo_ev": [-5.28, -5.28]
}

4.
{
  "formula": "C4H7N2S",
  "method": "the ωB97M-V functional and the def2-TZVPD basis",
  "species": ["C", "N", "C", "S", "N", "C", "C", "H", "H", "H", "H", "H", "H", "H"],
  "xyz": [[2.28922, -1.52347, 0.71242], [1.20856, -0.98202, 0.49079], [0.76244, -0.66539, -0.74693], [1.19807, -1.57925, -2.03796], [-0.21262, 0.30746, -0.73687], [-0.69027, 0.59227, -1.88161], [-0.75968, 0.91803, 0.47126], [2.64856, -1.73094, 1.70859], [2.94985, -1.74038, -0.21935], [-1.36287, 1.34807, -1.86811], [-0.25855, 0.16771, -2.84561], [-0.43009, 0.41045, 1.32698], [-1.89618, 1.07720, 0.40916], [-0.37146, 2.04410, 0.48352]],
  "charge": 1,
  "energy_ha": -663.95050,
  "e_lumo_ev": [-6.48, -6.48],
  "smiles": "C=NC(=S)[N+](=C)C"
}

5.
{
  "formula": "C4H7N2S",
  "method": "the ωB97M-V functional and the def2-TZVPD basis",
  "species": ["C", "C", "C", "C", "N", "N", "S", "H", "H", "H", "H", "H", "H", "H"],
  "xyz": [[-0.45293, -2.24733, -0.47773], [-0.09305, -1.29091, -1.36067], [-1.06519, -0.50076, 0.99200], [0.61259, 2.31591, -0.27363], [-0.73678, -1.75861, 0.86594], [0.14324, -0.06621, -0.91489], [-0.20277, 1.35526, -1.52603], [-0.56181, -3.30387, -0.64474], [-0.17849, -1.48124, -2.39595], [-1.12430, -0.10291, 1.99683], [-0.12866, 2.15588, 0.52003], [0.44410, 3.36706, -0.46529], [1.54409, 1.89285, -0.03864], [-0.86637, -2.44289, 1.69814]],
  "charge": 1,
  "energy_ha": -663.88912,
  "e_lumo_ev": [-5.93, -5.92]
}

6.
{
  "formula": "C4H7N2S2",
  "method": "the ωB97M-V functional and the def2-TZVPD basis",
  "species": ["C", "C", "C", "C", "N", "N", "S", "S", "H", "H", "H", "H", "H", "H", "H"],
  "xyz": [[0.20464, 0.28422, -0.94059], [-1.02073, -0.35275, 0.79183], [1.36221, -0.51513, -0.41168], [1.25401, -0.43900, 1.04148], [-0.80405, 0.52425, -0.15821], [-0.06488, -0.80406, 1.49931], [-2.25912, 1.81974, -0.79014], [-2.68612, 1.32874, -2.55637], [0.12510, 0.71516, -1.98333], [1.48522, -1.46267, -0.99198], [2.41922, -0.18073, -0.54980], [1.97359, -1.19729, 1.49426], [1.61109, 0.54726, 1.40076], [-0.21629, -1.63819, 2.01364], [-3.38388, 1.37046, 0.14083]],
  "charge": 1,
  "energy_ha": -1062.07529,
  "e_lumo_ev": [-5.37, -5.37]
}

7.
{
  "formula": "C4H7N2S2",
  "method": "the ωB97M-V functional and the def2-TZVPD basis",
  "species": ["C", "C", "C", "C", "N", "N", "S", "S", "H", "H", "H", "H", "H", "H", "H"],
  "xyz": [[-1.21480, -0.16795, -0.59696], [0.51433, 0.74896, 0.41666], [-0.34213, -1.26972, -1.09264], [0.84819, -1.49335, -0.13669], [-0.75685, 0.74447, 0.16580], [1.32479, -0.27486, 0.48274], [-1.03464, 2.71366, 1.78680], [0.80738, 3.22124, 1.42982], [-2.22091, 0.04933, -0.95325], [-0.91859, -2.26076, -1.22216], [0.03253, -1.05114, -2.16940], [0.69324, -2.29628, 0.58933], [1.67562, -2.07919, -0.63077], [2.34558, -0.22784, 0.72240], [-1.75373, 3.64343, 1.20832]],
  "charge": 1,
  "energy_ha": -1062.10906,
  "e_lumo_ev": [-5.64, -5.67]
}

8.
{
  "formula": "C4H7N3",
  "method": "the ωB97M-V functional and the def2-TZVPD basis",
  "species": ["C", "C", "C", "N", "C", "N", "N", "H", "H", "H", "H", "H", "H", "H"],
  "xyz": [[2.52584, -0.09859, -0.06533], [1.07931, 0.23940, -0.07558], [-0.03159, -0.57893, 0.06994], [-1.09653, 0.24074, 0.00274], [-2.48571, -0.10109, 0.09748], [-0.64117, 1.54200, -0.19565], [0.62393, 1.50111, -0.21891], [2.89369, -0.17660, 0.95820], [3.08575, 0.67908, -0.57777], [2.69765, -1.05180, -0.56256], [-0.11190, -1.64040, 0.20202], [-2.60224, -1.18652, 0.06298], [-3.03175, 0.35308, -0.73078], [-2.90528, 0.27852, 1.03322]],
  "energy_ha": -320.85224,
  "e_lumo_ev": 0.86,
  "smiles": "Cc1cn(C)nn1"
}

9.
{
  "formula": "C4H7N3",
  "method": "the ωB97M-V functional and the def2-TZVPD basis",
  "species": ["C", "C", "C", "C", "N", "N", "N", "H", "H", "H", "H", "H", "H", "H"],
  "xyz": [[2.11901, -1.15526, 0.26553], [0.06164, 2.04110, -0.57558], [-2.24331, -0.85339, -0.10070], [-0.01377, -0.11226, 0.21783], [1.19224, -0.60653, -0.39593], [0.21696, 1.26182, 0.34117], [-1.15092, -0.42791, -0.57548], [3.09597, -1.49308, -0.21949], [2.19237, -1.10581, 1.36538], [0.64591, 3.04410, -0.47332], [-0.40299, 1.88816, -1.56663], [-2.94620, -1.24530, -0.80073], [-2.45240, -0.86541, 0.95393], [-0.31453, -0.37023, 1.56405]],
  "energy_ha": -320.73765,
  "e_lumo_ev": 0.77
}

10.
{
  "formula": "C4H7N3",
  "method": "the ωB97M-V functional and the def2-TZVPD basis",
  "species": ["C", "N", "C", "N", "N", "C", "C", "H", "H", "H", "H", "H", "H", "H"],
  "xyz": [[2.34154, -0.03313, 0.19988], [1.08947, -0.12973, -0.52661], [-0.07644, -0.18708, 0.16128], [-1.73741, 1.42659, -1.42401], [-2.25933, 0.53882, -0.77932], [-1.50394, -0.49638, -0.00951], [-0.79219, -0.19051, 1.25430], [2.39447, -0.86627, 0.90697], [3.16568, -0.14236, -0.50999], [2.47157, 0.90607, 0.75478], [1.00988, 0.41802, -1.37346], [-3.29341, 0.39696, -0.75614], [-1.92354, -1.48806, -0.22522], [-0.88635, -0.15293, 2.32707]],
  "energy_ha": -320.71314,
  "e_lumo_ev": 1.05
}

11.
{
  "formula": "C4H7N3",
  "method": "the ωB97M-V functional and the def2-TZVPD basis",
  "species": ["H", "N", "C", "C", "N", "N", "C", "C", "H", "H", "H", "H", "H", "H"],
  "xyz": [[2.31727, -1.54549, -1.01478], [1.40769, -1.34273, -0.61041], [1.38906, -0.18756, -0.06534], [2.54132, 0.72037, -0.06727], [3.45886, 1.42437, -0.09302], [0.30991, 0.31714, 0.59674], [-0.97151, -0.36825, 0.60843], [-1.97182, 0.24781, -0.36448], [0.33703, 1.28784, 0.86691], [-0.76377, -1.40741, 0.34454], [-1.36565, -0.35191, 1.63189], [-1.59695, 0.19892, -1.39142], [-2.16832, 1.29828, -0.11898], [-2.92314, -0.29140, -0.32282]],
  "energy_ha": -320.86795,
  "e_lumo_ev": 0.78,
  "smiles": "[H]/N=C(\\C#N)NCC"
}

12.
{
  "formula": "C4H7N3",
  "method": "the ωB97M-V functional and the def2-TZVPD basis",
  "species": ["C", "N", "C", "C", "C", "N", "N", "H", "H", "H", "H", "H", "H", "H"],
  "xyz": [[-1.60721, 1.31495, -1.52608], [-0.30427, 1.07624, -0.83126], [-0.26461, -0.22466, -0.15016], [0.91662, -0.42591, 0.49385], [1.32196, -1.50082, 1.67524], [2.06226, 0.00143, 0.76522], [0.60024, 1.88000, -0.82890], [-1.55477, 2.31332, -1.96074], [-2.43083, 1.25021, -0.80641], [-1.74342, 0.56142, -2.30879], [-1.06853, -0.93563, -0.25781], [2.36437, -1.69707, 1.97205], [0.75321, -1.19947, 2.55651], [0.95498, -2.41401, 1.20729]],
  "energy_ha": -320.64975,
  "e_lumo_ev": [-0.12, -0.12]
}

13.
{
  "formula": "C4H7N3",
  "method": "the ωB97M-V functional and the def2-TZVPD basis",
  "species": ["C", "C", "C", "N", "N", "C", "N", "H", "H", "H", "H", "H", "H", "H"],
  "xyz": [[1.22915, -0.42116, 1.24693], [0.13979, 0.30559, 0.46347], [0.02314, 1.61339, -0.03595], [-0.96621, 1.66969, -0.97302], [-1.52552, 0.30500, -1.21410], [-0.69327, -0.41747, -0.59239], [-0.37618, -1.83460, -0.76648], [1.64601, -1.30252, 0.50904], [0.86279, -0.84389, 2.23342], [2.09144, 0.16056, 1.72729], [0.41444, 2.55174, 0.41215], [-1.16332, 2.48187, -1.85773], [-0.91963, -2.21975, -1.52088], [-0.76265, -2.04845, 0.36826]],
  "energy_ha": -320.75428,
  "e_lumo_ev": 0.94,
  "smiles": "Cc1c[nH]nc1N"
}

14.
{
  "formula": "C4H7N3",
  "method": "the ωB97M-V functional and the def2-TZVPD basis",
  "species": ["N", "N", "C", "C", "C", "N", "C", "H", "H", "H", "H", "H", "H", "H"],
  "xyz": [[-0.71350, 0.60340, -2.32358], [-1.34877, 0.54258, -1.07406], [-0.55627, 0.22550, -0.04322], [-1.04721, -0.32413, 1.22347], [-0.00564, -0.73810, 1.92632], [1.35184, -0.52264, 1.33569], [0.99852, 0.18587, 0.01458], [-1.30755, 1.16059, -3.01784], [0.18972, 1.07330, -2.39527], [-2.16665, -0.70013, 1.27070], [0.02717, -1.36560, 2.87739], [2.02539, -1.24861, 1.26828], [1.30809, -0.18020, -0.99638], [1.24485, 1.28816, -0.06608]],
  "energy_ha": -320.78050,
  "e_lumo_ev": 1.00,
  "smiles": "N/N=C1/C=CNC1"
}

15.
{
  "formula": "C4H7N3",
  "method": "the ωB97M-V functional and the def2-TZVPD basis",
  "species": ["C", "C", "N", "C", "N", "N", "C", "H", "H", "H", "H", "H", "H", "H"],
  "xyz": [[-1.21471, -0.57119, 0.88653], [-0.42561, -1.57986, 0.49097], [0.73883, -1.40008, -0.38217], [1.30342, -0.10810, -0.66719], [0.96519, 1.12466, -0.74144], [-0.34973, 1.54638, -0.55164], [-1.00889, 0.88880, 0.72441], [-2.03130, -0.66832, 1.62726], [-0.48088, -2.61018, 0.70722], [1.39239, -2.25445, -0.40830], [2.35779, -0.39728, -1.03741], [-0.28289, 2.60135, -0.13185], [-0.45094, 1.30288, 1.59133], [-1.90952, 1.35136, 0.77016]],
  "energy_ha": -320.77380,
  "e_lumo_ev": 0.73,
  "smiles": "C1=CNC=NNC1"
}

16.
{
  "formula": "C4H7N3",
  "method": "the ωB97M-V functional and the def2-TZVPD basis",
  "species": ["C", "C", "N", "C", "N", "C", "N", "H", "H", "H", "H", "H", "H", "H"],
  "xyz": [[1.53145, -0.80476, 1.41911], [0.44484, 0.08839, 0.85027], [-0.21450, -0.55005, -0.28720], [-0.48019, 0.00010, -1.42733], [-1.93104, 1.78265, -1.26971], [-1.34060, -0.10272, -2.44282], [-2.27252, 0.68237, -1.78023], [2.29924, -0.99581, 0.66388], [1.11950, -1.76706, 1.74473], [1.99734, -0.32948, 2.28603], [0.84150, 1.04333, 0.49884], [-0.31935, 0.31593, 1.60683], [-0.61827, -1.46517, -0.12792], [-1.05741, 2.10229, -1.73448]],
  "energy_ha": -320.68369,
  "e_lumo_ev": 0.43
}

17.
{
  "formula": "C4H7N3",
  "method": "the ωB97M-V functional and the def2-TZVPD basis",
  "species": ["H", "N", "C", "N", "C", "C", "C", "N", "H", "H", "H", "H", "H", "H"],
  "xyz": [[-1.96720, 0.91171, 1.64836], [-1.16581, 0.28380, 1.55443], [-0.52516, 0.50974, 0.46947], [-0.86600, 1.45712, -0.45744], [1.01695, -0.12959, 0.33292], [1.00014, -1.33283, -0.45795], [-0.20269, -1.71860, -0.96696], [2.00546, 0.56831, 0.74014], [1.69253, 1.27538, 1.41342], [-1.41278, 2.24163, -0.12483], [-0.13479, 1.72440, -1.10666], [1.94880, -1.73800, -0.79487], [-0.23383, -2.43445, -1.78639], [-1.15561, -1.61860, -0.46362]],
  "energy_ha": -320.81429,
  "e_lumo_ev": 0.20,
  "smiles": "[H]/N=C(N)/C(C=C)=N\\[H]"
}

18.
{
  "formula": "C4H7N3",
  "method": "the ωB97M-V functional and the def2-TZVPD basis",
  "species": ["C", "C", "N", "C", "N", "C", "N", "H", "H", "H", "H", "H", "H", "H"],
  "xyz": [[0.58334, -0.29520, -1.79780], [-0.23481, -0.27744, -0.57134], [-1.51444, -0.36310, -0.55197], [-1.87591, -0.26070, 0.78893], [-0.93161, -0.10501, 1.62744], [0.29636, -0.14890, 0.84874], [1.22551, 0.93312, 1.04134], [-0.08153, -0.20097, -2.65396], [1.11416, -1.24935, -1.87415], [1.32167, 0.50285, -1.78534], [-2.91407, -0.30131, 1.06505], [0.79565, -1.08599, 1.13380], [0.81441, 1.79696, 0.69794], [1.40127, 1.05502, 2.03132]],
  "energy_ha": -320.86982,
  "e_lumo_ev": 0.45,
  "smiles": "CC1=NC=N[C@@H]1N"
}